ORCA calculation (ωB97M-V with the def2-TZVPD basis set) on 4 unconnected molecules or ions with the total composition C26H57FNO9.

Values from the calculation:
frontier orbital gap = 0.2652 Ha
LUMO energy = -3.15 eV

```
! RIJCOSX wB97M-V def2-TZVPD def2/J DEFGRID3
* xyz 1 1
C -1.561 0.251 6.115
C -1.534 -0.553 5.228
C -1.166 -1.369 4.077
C 0.295 -1.840 4.145
C 1.320 -0.791 4.542
N 2.101 -0.176 3.391
C 1.348 0.117 2.132
C 0.269 1.184 2.343
C -0.775 1.101 1.243
F 0.942 2.403 2.240
H -1.543 0.932 6.935
H -1.787 -2.267 4.104
H -1.427 -0.871 3.146
H 0.547 -2.323 3.203
H 0.351 -2.624 4.893
H 2.063 -1.275 5.170
H 0.908 0.025 5.125
H 2.444 0.729 3.719
H 2.937 -0.725 3.196
H 0.977 -0.784 1.663
H 2.065 0.560 1.444
H -0.182 1.098 3.331
H -1.025 0.058 1.055
H -1.690 1.605 1.535
H -0.379 1.505 0.317
C 2.633 -9.173 6.615
O 1.464 -8.379 6.635
C 0.369 -8.971 7.315
C -0.391 -7.965 8.151
O 0.290 -7.495 9.303
C 1.390 -6.618 9.155
C 1.043 -5.215 8.709
O 0.647 -5.172 7.343
C -0.433 -4.314 7.077
H 2.568 -9.952 5.848
H 3.473 -8.519 6.383
H 2.818 -9.639 7.587
H 0.707 -9.789 7.959
H -0.320 -9.384 6.567
H -1.271 -8.480 8.543
H -0.757 -7.139 7.537
H 2.167 -7.051 8.523
H 1.811 -6.531 10.160
H 1.933 -4.584 8.827
H 0.252 -4.818 9.354
H -1.224 -4.405 7.827
H -0.849 -4.598 6.109
H -0.096 -3.268 7.032
C 0.075 1.236 -2.759
O -1.222 0.769 -3.045
C -2.256 1.392 -2.304
C -3.471 1.690 -3.158
O -3.294 2.723 -4.106
C -2.484 2.485 -5.250
C -3.071 1.537 -6.272
O -3.070 0.195 -5.812
C -4.234 -0.532 -6.144
H 0.465 0.781 -1.837
H 0.721 0.952 -3.588
H 0.101 2.326 -2.663
H -1.904 2.327 -1.851
H -2.558 0.707 -1.498
H -4.247 2.060 -2.483
H -3.860 0.780 -3.618
H -1.474 2.188 -4.968
H -2.397 3.461 -5.734
H -2.459 1.591 -7.181
H -4.087 1.861 -6.522
H -5.139 0.059 -5.971
H -4.269 -1.409 -5.499
H -4.210 -0.862 -7.187
C 4.197 6.986 -6.180
O 3.301 6.423 -7.111
C 3.292 5.008 -7.139
C 1.893 4.449 -7.287
O 1.050 4.598 -6.153
C 0.574 5.894 -5.820
C -0.437 6.483 -6.780
O 0.155 6.867 -8.007
C -0.624 6.575 -9.147
H 5.223 6.981 -6.564
H 3.891 8.017 -6.007
H 4.169 6.453 -5.223
H 3.747 4.598 -6.231
H 3.884 4.674 -8.001
H 1.997 3.368 -7.412
H 1.413 4.825 -8.192
H 1.398 6.587 -5.641
H 0.061 5.760 -4.864
H -0.873 7.376 -6.314
H -1.241 5.757 -6.945
H -1.058 5.571 -9.091
H 0.033 6.617 -10.014
H -1.426 7.310 -9.276
*
```